Molecular formula: C6H12N3
Method: DFT, the ωB97M-V functional and the def2-TZVPD basis

Output
* SMILES string: CC[N+]1=CN=C[C@H](C)N1
* HOMO: -0.532 Eh
* gap between HOMO and LUMO: 9.471 eV
* energy above the lowest of the compared OMol25 structures with the same formula, charge and spin: 93.2 kcal per mole

The geometry in ORCA input format:
```
! RIJCOSX wB97M-V def2-TZVPD def2/J DEFGRID3
* xyz 1 1
C -1.3173 0.0112 -2.5787
C -0.9359 0.9969 -1.4790
N -0.0010 0.3761 -0.6229
C 1.1479 -0.0683 -1.1092
N 1.8326 -0.9581 -0.3754
C 1.5759 -1.0773 0.8558
C 0.8893 0.0879 1.5331
C 0.2552 -0.1749 2.9231
N -0.2651 0.3001 0.6768
H -1.8532 -0.7973 -2.0026
H -2.2949 0.2697 -3.1240
H -0.6334 -0.4184 -3.1990
H -0.5511 1.8873 -1.9122
H -1.7544 1.5592 -0.8952
H 1.3261 -0.0421 -2.1553
H 1.8322 -2.0351 1.3302
H 1.5481 1.0169 1.4198
H -0.7600 -0.3309 2.7232
H 0.1448 0.7432 3.5636
H 0.8866 -0.9574 3.4702
H -1.0727 -0.3886 0.9579
*
```

***

Molecular formula: C6H12N3
Method: DFT, the ωB97M-V functional and the def2-TZVPD basis

Output
* ⟨S²⟩: 2.026
* HOMO (spin up / spin down): -0.384 / -0.475 Eh
* gap between HOMO and LUMO (spin up / spin down): 7.083 / 4.410 eV
* energy above the lowest of the compared OMol25 structures with the same formula, charge and spin: 37.7 kcal per mole

The geometry in ORCA input format:
```
! RIJCOSX wB97M-V def2-TZVPD def2/J DEFGRID3
* xyz 1 3
C 2.0120 0.0882 -0.6730
C 1.3703 1.5868 1.0164
C 2.4830 1.1995 0.0853
C 0.3405 -0.3988 0.7691
C -0.3754 -1.3796 1.5241
C -2.2336 -0.6554 -1.7620
N 1.0324 -0.6647 -0.3435
N 0.3700 0.8925 1.3478
N -2.0252 0.1491 -0.5868
H 2.2974 -0.1307 -1.7255
H 1.5887 2.4959 1.6227
H 3.2430 0.9007 0.8610
H 2.7819 2.0539 -0.5944
H -0.0152 -1.3261 2.5825
H -0.1970 -2.3963 1.2127
H -1.4761 -1.1660 1.6686
H -2.3168 -1.8354 -1.6635
H -3.0515 -0.2444 -2.5058
H -1.3078 -0.5097 -2.3272
H -2.7191 0.1475 0.1999
H -1.8014 1.1931 -0.7086
*
```

***

Molecular formula: C6H12N3O
Method: DFT, the ωB97M-V functional and the def2-TZVPD basis

Output
* SMILES string: O/[NH+]=C/N1[C@@H]2NCCC[C@@H]21
* HOMO: -0.488 Eh
* gap between HOMO and LUMO: 9.564 eV
* energy above the lowest of the compared OMol25 structures with the same formula, charge and spin: 139.9 kcal per mole

The geometry in ORCA input format:
```
! RIJCOSX wB97M-V def2-TZVPD def2/J DEFGRID3
* xyz 1 1
O -4.2524 -0.0854 -0.3186
N -2.8940 -0.1406 0.0610
C -1.9884 0.7503 -0.3345
N -0.7029 0.5231 -0.1696
C 0.5088 1.2559 0.5313
N 1.6600 1.5529 -0.1563
C 2.4439 0.3647 -0.3556
C 1.6595 -0.9088 -0.7528
C 0.8739 -1.3370 0.5038
C 0.0195 -0.1545 0.8890
H -4.3814 -1.0203 -0.3509
H -2.7578 -1.0326 0.5253
H -2.5146 1.5489 -0.8880
H 0.0240 2.1276 1.0531
H 1.3995 2.2648 -0.7779
H 3.0208 -0.0384 0.4675
H 3.1758 0.7081 -1.1507
H 2.1907 -1.7956 -0.9823
H 1.0375 -0.5836 -1.5061
H 0.1576 -2.1220 0.4409
H 1.6327 -1.4648 1.3696
H -0.3127 -0.4125 1.9018
*
```

***

Molecular formula: C6H12N3S
Method: DFT, the ωB97M-V functional and the def2-TZVPD basis

Output
* SMILES string: C[C@@H](N)[C@H]([NH+]=c1cc1)SN
* HOMO: -0.462 Eh
* gap between HOMO and LUMO: 9.015 eV
* energy above the lowest of the compared OMol25 structures with the same formula, charge and spin: 84.8 kcal per mole

The geometry in ORCA input format:
```
! RIJCOSX wB97M-V def2-TZVPD def2/J DEFGRID3
* xyz 1 1
C -1.9348 0.9042 0.9632
C -1.5235 -0.4042 0.2071
N -1.8840 -0.1346 -1.1608
C -0.0835 -0.6914 0.1883
N 0.4718 0.3909 -0.6655
C 1.4674 1.1961 -0.6140
C 2.2340 2.2646 -1.1235
C 2.6395 1.6307 0.0441
S 0.2334 -2.3709 -0.3863
N 1.3645 -2.5683 0.8599
H -1.7069 1.5685 0.1031
H -1.1625 1.1698 1.6694
H -2.9313 0.8840 1.4199
H -1.9457 -1.3056 0.5854
H -2.7600 0.3019 -1.1147
H -1.9327 -1.0225 -1.7518
H 0.4169 -0.6412 1.2386
H -0.4641 0.3887 -1.3512
H 2.5675 3.0693 -1.7222
H 3.3506 1.4597 0.7912
H 1.2780 -3.4925 1.3211
H 2.3052 -2.5973 0.4988
*
```

***

Molecular formula: C6H12N4
Method: DFT, the ωB97M-V functional and the def2-TZVPD basis

Output
* HOMO: -0.363 Eh
* gap between HOMO and LUMO: 10.430 eV
* energy above the lowest of the compared OMol25 structures with the same formula, charge and spin: 27.1 kcal per mole

The geometry in ORCA input format:
```
! RIJCOSX wB97M-V def2-TZVPD def2/J DEFGRID3
* xyz 0 1
C -1.8687 -0.6838 0.0236
C -1.6179 -2.1381 0.0505
C 1.3731 -0.3979 1.0577
C 1.1087 2.0039 0.2846
C 1.2477 0.1190 -1.4124
C 0.9164 0.5554 -0.0131
N -3.0593 -0.1291 0.0012
N -2.8709 1.1912 -0.0024
N -1.6325 1.4632 0.0165
N -0.9614 0.3184 0.0389
H -0.9432 -2.4353 -0.7498
H -1.1893 -2.4328 1.0076
H -2.5724 -2.6431 -0.0767
H 1.1261 -1.4248 0.8017
H 2.4569 -0.3281 1.1618
H 0.9247 -0.1548 2.0175
H 2.1788 2.2220 0.2422
H 0.5951 2.6258 -0.4406
H 0.7504 2.2555 1.2792
H 0.8845 0.8331 -2.1465
H 2.3334 0.0379 -1.5092
H 0.8197 -0.8576 -1.6323
*
```

***

Molecular formula: C6H12N4O2
Method: DFT, the ωB97M-V functional and the def2-TZVPD basis

Output
* SMILES string: COCNC(=NC#N)NCOC
* HOMO: -0.357 Eh
* gap between HOMO and LUMO: 10.301 eV
* energy above the lowest of the compared OMol25 structures with the same formula, charge and spin: 35.4 kcal per mole

The geometry in ORCA input format:
```
! RIJCOSX wB97M-V def2-TZVPD def2/J DEFGRID3
* xyz 0 1
C -2.3098 -0.7195 0.8841
O -2.1782 -1.1879 -0.4072
C -0.8972 -1.1252 -0.9973
N -0.4243 0.2369 -1.1099
C 0.2635 0.9295 -0.0753
N 0.0639 2.1351 0.3524
C -0.8939 2.8022 -0.3749
N -1.6671 3.3312 -1.0538
N 1.2678 0.2184 0.5471
C 2.1405 -0.6032 -0.2251
O 2.0074 -1.9977 0.1952
C 2.1520 -2.1264 1.5957
H -1.3862 -0.8851 1.4776
H -2.6339 0.3260 0.9291
H -3.0796 -1.3390 1.3252
H -0.9346 -1.6301 -2.0025
H -0.2640 -1.6907 -0.3450
H -1.2452 0.8384 -1.3275
H 1.9154 0.8136 1.0754
H 1.9092 -0.5979 -1.2532
H 3.1861 -0.2644 -0.1958
H 2.0424 -3.1836 1.8081
H 3.0970 -1.6671 2.0287
H 1.3470 -1.6318 2.1803
*
```

***

Molecular formula: C6H12NO
Method: DFT, the ωB97M-V functional and the def2-TZVPD basis

Output
* HOMO (spin up / spin down): -0.517 / -0.406 Eh
* gap between HOMO and LUMO (spin up / spin down): 10.641 / 6.046 eV
* energy above the lowest of the compared OMol25 structures with the same formula, charge and spin: 138.4 kcal per mole

The geometry in ORCA input format:
```
! RIJCOSX wB97M-V def2-TZVPD def2/J DEFGRID3
* xyz 1 1
C 0.4774 -0.8626 -0.9497
C -1.5765 -1.9922 -0.1601
C 0.5622 0.5230 -0.3022
C -0.1524 0.8947 0.9136
C 1.6581 1.4557 -0.6612
C -0.1431 0.8977 2.3721
N -0.9680 -1.1474 -1.1439
O -0.7074 1.2466 -0.3102
H 0.9590 -0.8052 -1.8238
H 0.9190 -1.4419 -0.1929
H -2.5434 -2.1783 -0.5272
H -1.0420 -2.6823 0.4140
H 2.5805 1.0598 -0.2987
H 1.4351 2.3902 -0.2570
H 1.8178 1.6699 -1.7637
H 0.2906 -0.0163 2.5709
H -1.1941 0.8973 2.7702
H 0.2992 1.9110 2.7416
H -1.4167 -0.1974 -1.2667
H -1.2553 -1.6222 -2.1253
*
```

***

Molecular formula: C6H12NO2
Method: DFT, the ωB97M-V functional and the def2-TZVPD basis

Output
* SMILES string: C=C(C(=O)OC)[NH+](C)C
* HOMO: -0.541 Eh
* gap between HOMO and LUMO: 11.300 eV
* energy above the lowest of the compared OMol25 structures with the same formula, charge and spin: 44.9 kcal per mole

The geometry in ORCA input format:
```
! RIJCOSX wB97M-V def2-TZVPD def2/J DEFGRID3
* xyz 1 1
C -0.3607 1.8689 0.4433
C -0.1540 0.6105 0.0434
C 1.3426 -0.1789 -0.0336
O 1.1624 -1.3664 -0.1934
O 2.3323 0.5552 0.1785
C 3.6792 -0.0818 0.1946
N -1.1701 -0.4853 -0.1576
C -1.9409 -0.8196 0.9247
C -1.9970 -0.0699 -1.3387
H -1.3218 2.2555 0.4210
H 0.3025 2.6439 0.8190
H 4.1205 -0.0422 -0.8794
H 3.7345 -1.1960 0.5910
H 4.4240 0.5575 0.6766
H -0.6240 -1.3751 -0.5347
H -2.5420 -0.0780 1.4545
H -2.7239 -1.5956 0.7125
H -1.2882 -1.1861 1.7520
H -2.5708 0.8679 -1.1872
H -1.5568 -0.1455 -2.3290
H -2.8478 -0.7389 -1.5576
*
```

***

Molecular formula: C6H12NO3
Method: DFT, the ωB97M-V functional and the def2-TZVPD basis

Output
* HOMO: -0.143 Eh
* gap between HOMO and LUMO: 7.215 eV
* energy above the lowest of the compared OMol25 structures with the same formula, charge and spin: 30.8 kcal per mole

The geometry in ORCA input format:
```
! RIJCOSX wB97M-V def2-TZVPD def2/J DEFGRID3
* xyz -1 1
C 1.8148 -1.3547 0.6860
C 2.9752 -1.2608 -0.3218
C 0.8238 -2.5375 0.2811
O 0.4881 -2.5190 -0.9238
O 0.5327 -3.3084 1.2056
H 2.2103 -1.4119 1.6930
H 1.2255 -0.4455 0.6354
H 2.7790 -0.6420 -1.2063
H 3.0928 -2.2225 -0.8358
H 3.9621 -0.9827 0.0598
C -0.9039 1.2806 -0.0726
C -0.8822 2.7326 0.3228
C -2.2543 0.6441 0.1599
O -2.6956 0.4602 1.2756
N -2.9874 0.2559 -0.9275
H -0.6479 1.0500 -1.1111
H -0.1347 0.6689 0.3946
H -1.4838 2.9993 1.2061
H -1.4961 3.2409 -0.4445
H -3.9315 -0.0380 -0.8085
H -2.4654 0.0271 -1.7536
H -0.0215 3.3634 0.4855
*
```

***

Molecular formula: C6H12NO3
Method: DFT, the ωB97M-V functional and the def2-TZVPD basis

Output
* HOMO: -0.520 Eh
* gap between HOMO and LUMO: 11.525 eV
* energy above the lowest of the compared OMol25 structures with the same formula, charge and spin: 99.6 kcal per mole

The geometry in ORCA input format:
```
! RIJCOSX wB97M-V def2-TZVPD def2/J DEFGRID3
* xyz 1 1
C -1.5319 -1.0626 1.0042
C -1.0859 0.0729 1.9477
C -1.0878 -0.7807 -0.1982
C -0.5454 1.2210 1.0534
C 2.6611 -1.4372 -2.1547
C -1.5794 2.3235 0.7328
N -0.1785 0.4220 -0.1507
O 1.3171 -1.1680 -2.1906
O 2.2085 -0.3019 -1.5068
O 3.0550 -2.3738 -1.2294
H 3.2262 -1.1493 -3.0091
H -2.1372 -1.8526 1.2364
H -2.0937 0.1724 2.4881
H -0.4125 -0.4939 2.5259
H -1.2127 -1.3324 -1.2105
H 0.3837 1.5268 1.3854
H -1.8069 3.0599 1.4918
H -2.5344 1.9694 0.6051
H -1.2058 2.7199 -0.1619
H 0.7978 0.0554 -0.2042
H -0.1601 1.1354 -0.8671
H 3.9228 -2.7261 -1.5876
*
```

***

Molecular formula: C6H12NO3
Method: DFT, the ωB97M-V functional and the def2-TZVPD basis

Output
* ⟨S²⟩: 2.009
* HOMO (spin up / spin down): -0.366 / -0.510 Eh
* gap between HOMO and LUMO (spin up / spin down): 7.327 / 7.399 eV
* energy above the lowest of the compared OMol25 structures with the same formula, charge and spin: 69.2 kcal per mole

The geometry in ORCA input format:
```
! RIJCOSX wB97M-V def2-TZVPD def2/J DEFGRID3
* xyz 1 3
C -0.1415 -1.8105 -1.8676
C -0.1790 -0.9531 -0.9593
C -0.3202 -2.9950 -2.5678
C 0.4987 0.3881 1.5598
C -0.1539 0.8978 2.9135
C 0.4896 0.8834 -0.8865
N 0.2066 1.3551 0.5653
O -1.4670 1.3097 2.4983
O -0.2734 1.4874 -1.8171
O 1.7838 0.8824 -1.0954
H -1.3930 -3.2907 -2.4351
H -0.2121 -2.6346 -3.5724
H 0.3841 -3.7690 -2.1780
H 0.0216 -0.5203 1.1887
H 1.4729 0.1088 1.6490
H -0.1183 0.0551 3.7308
H 0.4770 1.8437 3.1233
H 0.6722 2.2619 0.8191
H -0.8053 1.6616 0.7261
H -2.1906 0.8089 2.9694
H -0.7238 0.8270 -2.3714
H 1.9716 1.2022 -1.9926
*
```

***

Molecular formula: C6H12NOP
Method: DFT, the ωB97M-V functional and the def2-TZVPD basis

Output
* SMILES string: C=C1OP(C)N(C)[C@H]1C
* HOMO: -0.301 Eh
* gap between HOMO and LUMO: 9.178 eV
* energy above the lowest of the compared OMol25 structures with the same formula, charge and spin: 32.2 kcal per mole

The geometry in ORCA input format:
```
! RIJCOSX wB97M-V def2-TZVPD def2/J DEFGRID3
* xyz 0 1
C -1.6555 2.1846 -0.5389
C -0.7067 1.3175 -0.4409
O 0.5924 1.7326 -0.3644
P 1.8130 0.5445 -0.3912
C 2.2466 0.4514 1.5140
N 0.6407 -0.7498 -0.6197
C 0.8185 -1.8395 -1.5198
C -0.9562 -0.1824 -0.4312
C -1.4584 -0.7035 0.8908
H -1.6174 3.2647 -0.3027
H -2.7520 1.9257 -0.7039
H 1.3313 0.4027 2.1383
H 2.8895 1.3055 1.8974
H 2.7298 -0.4830 1.7927
H 1.6209 -2.4621 -1.3455
H -0.1259 -2.3975 -1.4566
H 0.8574 -1.5454 -2.6022
H -1.5483 -0.4353 -1.2903
H -0.8597 -0.4535 1.7862
H -1.4377 -1.7785 0.8936
H -2.4223 -0.0984 1.0943
*
```